1.
DFT (the ωB97M-V functional and the def2-TZVPD basis) results for a cluster of 9 separate species, C36H51F9N6O9 in total at a distorted geometry.

Positions of all 111 atoms, in Å:
C  -13.237  21.600  9.939
C  -12.877  21.754  8.428
O  -14.018  22.041  7.618
C  -14.717  20.980  7.188
O  -14.351  19.855  7.358
C  -16.038  21.402  6.551
F  -16.689  20.343  6.036
F  -16.864  22.015  7.428
F  -15.861  22.245  5.553
H  -14.050  20.929  10.033
H  -13.564  22.570  10.273
H  -12.368  21.385  10.539
H  -12.225  20.886  8.111
H  -12.329  22.648  8.331
C  -10.093  20.048  -2.391
C  -10.253  20.485  -1.000
O  -11.592  20.148  -0.505
C  -11.784  20.361  0.763
O  -11.016  20.892  1.493
C  -13.170  19.957  1.285
F  -14.101  19.925  0.338
F  -13.067  18.657  1.688
F  -13.544  20.704  2.326
H  -9.212  20.488  -2.820
H  -10.846  20.356  -3.099
H  -10.054  18.941  -2.512
H  -10.167  21.550  -0.787
H  -9.602  19.961  -0.329
C  -9.732  22.390  4.195
C  -8.213  22.547  3.847
O  -7.469  22.952  5.028
C  -7.644  24.242  5.425
O  -8.203  25.145  4.785
C  -7.083  24.479  6.838
F  -7.711  23.680  7.687
F  -5.772  24.214  6.941
F  -7.219  25.731  7.287
H  -10.054  21.606  4.910
H  -10.180  22.194  3.230
H  -10.156  23.313  4.537
H  -8.095  23.248  2.997
H  -7.836  21.547  3.646
C  -5.682  16.057  7.208
N  -4.946  16.029  5.954
C  -5.098  14.839  5.158
C  -3.980  16.929  5.570
O  -3.206  16.891  4.599
H  -6.742  15.813  6.932
H  -5.595  17.025  7.586
H  -5.299  15.360  7.934
H  -4.411  14.077  5.424
H  -6.165  14.532  5.215
H  -4.977  15.291  4.165
H  -3.978  17.825  6.248
C  -9.399  18.271  3.148
N  -9.325  16.816  3.414
C  -10.433  16.007  3.009
C  -8.388  16.213  4.204
O  -8.447  15.080  4.604
H  -8.435  18.735  3.310
H  -10.162  18.788  3.740
H  -9.735  18.432  2.126
H  -10.566  15.181  3.701
H  -11.330  16.655  2.937
H  -10.384  15.587  2.044
H  -7.526  16.787  4.431
C  -2.969  20.418  3.824
N  -4.347  19.791  3.568
C  -4.546  18.967  2.363
C  -5.450  20.207  4.208
O  -6.584  20.043  3.904
H  -3.023  20.646  4.881
H  -2.673  21.291  3.181
H  -2.301  19.568  3.703
H  -4.575  19.573  1.407
H  -3.700  18.257  2.319
H  -5.515  18.444  2.348
H  -5.194  20.793  5.177
C  -5.371  14.063  1.753
C  -6.552  13.266  1.780
C  -7.732  13.839  1.424
N  -7.915  15.028  0.903
C  -6.819  15.814  0.856
C  -5.544  15.379  1.267
H  -4.427  13.667  2.044
H  -6.733  12.257  2.116
H  -8.641  13.268  1.506
H  -6.942  16.854  0.581
H  -4.661  16.002  1.404
C  -5.945  21.885  -2.291
C  -6.106  21.266  -1.025
C  -6.905  21.896  -0.087
N  -7.388  23.134  -0.326
C  -7.189  23.710  -1.495
C  -6.568  23.103  -2.545
H  -5.416  21.333  -3.037
H  -5.621  20.288  -0.838
H  -7.067  21.460  0.924
H  -7.646  24.668  -1.619
H  -6.528  23.574  -3.512
C  -9.015  20.246  7.771
C  -9.634  19.020  7.388
C  -9.148  17.873  7.935
N  -8.199  17.777  8.899
C  -7.632  18.927  9.274
C  -8.105  20.186  8.788
H  -9.160  21.114  7.173
H  -10.437  19.016  6.647
H  -9.640  16.879  7.814
H  -6.886  18.912  10.074
H  -7.655  21.111  9.147

The LUMO energy comes out at 0.389 eV. For the molar mass, the calculation gives 882.8 g/mol. Its spin multiplicity is 1. For the maximum force, the calculation gives 4.4 eV Å⁻¹. The value obtained for the highest occupied orbital energy is -9.0489 eV. The orbital gap comes out at 0.34683 Eh. The calculation puts the total energy at -3306.82289 Eh.

2.
DFT (the ωB97M-V functional and the def2-TZVPD basis) results for a structure of composition C36H51GeHoN7O7S3Se2Si3 at a distorted geometry.

Positions of all 111 atoms, in Å:
Ho  -1.311  0.063  0.095
C  1.182  -1.850  3.135
Se  -0.344  -0.599  3.315
C  0.793  1.100  3.274
C  1.735  1.081  4.439
Se  1.161  2.155  6.007
C  -0.231  0.833  6.458
H  1.136  -2.143  2.028
H  1.017  -2.779  3.649
H  2.160  -1.397  3.373
H  0.060  1.871  3.317
H  1.371  1.109  2.320
H  2.722  1.551  4.146
H  1.830  0.065  4.808
H  -1.220  1.345  6.468
H  0.049  0.552  7.502
H  -0.195  0.017  5.764
O  0.559  3.998  0.415
C  -0.408  3.219  0.385
O  -0.409  2.086  -0.268
C  -1.723  3.568  1.154
C  -1.926  4.828  1.730
C  -3.239  5.171  2.055
C  -4.350  4.354  1.883
C  -4.012  3.071  1.464
C  -2.699  2.541  1.402
O  -2.411  1.220  1.493
N  -5.103  2.425  0.803
O  -5.929  3.150  0.231
O  -5.147  1.165  0.839
N  -3.449  6.467  2.621
O  -2.451  7.249  2.731
O  -4.586  6.819  3.013
H  -1.156  5.587  1.596
H  -5.403  4.561  2.121
S  -4.983  -2.938  5.437
C  -4.117  -3.173  4.022
S  -4.539  -2.215  2.720
C  -3.232  -2.814  1.731
N  -2.545  -3.799  2.349
N  -3.145  -4.075  3.562
C  -2.676  -5.208  4.285
C  -1.882  -6.140  3.554
C  -1.568  -7.384  4.093
C  -1.692  -7.552  5.456
C  -2.459  -6.667  6.206
C  -2.940  -5.460  5.683
S  -2.941  -2.101  0.223
H  -1.627  -5.869  2.526
H  -1.063  -8.129  3.495
H  -1.345  -8.508  5.935
H  -2.648  -6.886  7.231
H  -3.490  -4.699  6.269
N  -4.457  1.765  -2.306
C  -3.245  1.629  -1.729
N  -2.788  0.372  -1.691
C  -3.763  -0.370  -2.414
C  -3.609  -1.555  -3.148
C  -4.629  -1.954  -4.028
C  -5.694  -1.108  -4.343
C  -5.794  0.126  -3.730
C  -4.808  0.516  -2.796
H  -4.923  2.624  -2.448
H  -2.701  2.480  -1.401
H  -2.730  -2.257  -3.175
H  -4.534  -2.919  -4.499
H  -6.455  -1.495  -5.098
H  -6.494  0.891  -4.055
C  4.918  -1.425  0.086
Si  4.777  -0.988  -1.753
C  6.383  -0.142  -2.228
C  4.681  -2.643  -2.710
Ge  2.754  0.407  -2.583
Si  3.379  2.569  -1.888
C  4.925  3.049  -2.950
C  3.894  2.698  -0.116
C  2.070  3.797  -2.345
Si  2.665  0.207  -4.970
C  1.499  -1.020  -5.657
C  4.367  -0.245  -5.660
C  1.902  1.822  -5.607
H  5.523  -2.369  0.254
H  3.958  -1.475  0.548
H  5.422  -0.688  0.733
H  7.268  -0.584  -1.785
H  6.311  0.860  -1.837
H  6.575  -0.085  -3.324
H  3.732  -2.767  -3.296
H  4.819  -3.432  -1.947
H  5.486  -2.746  -3.481
H  5.887  2.535  -2.701
H  5.150  4.148  -2.803
H  4.865  2.986  -4.054
H  4.972  2.608  -0.015
H  3.457  2.010  0.567
H  3.605  3.719  0.214
H  1.980  4.605  -1.608
H  1.016  3.393  -2.468
H  2.296  4.296  -3.307
H  2.054  -1.954  -5.829
H  1.184  -0.689  -6.741
H  0.600  -1.102  -5.066
H  5.036  -0.840  -5.014
H  4.832  0.744  -5.862
H  4.242  -0.804  -6.603
H  0.938  2.102  -5.164
H  1.779  1.753  -6.717
H  2.559  2.654  -5.391
N  1.281  -2.203  -0.826
C  0.438  -1.453  -0.582
H  1.962  -2.888  -1.197

The LUMO energy (alpha / beta) comes out at -0.905 / -1.671 eV. For the molar mass, the calculation gives 1269.8 g/mol. Its spin multiplicity is 6. For the maximum force, the calculation gives 4.3 eV Å⁻¹. The calculation puts the energy above the lowest of the compared OMol25 structures with the same formula, charge and spin at 98.0 kJ/mol. The value obtained for the highest occupied orbital energy (alpha / beta) is -7.5681 / -7.5662 eV. The orbital gap (alpha / beta) comes out at 0.24488 / 0.21665 Eh. The calculation puts the total energy at -12203.10348 Eh.

Q: Among the records above, which one has the lowest maximum force?
A: C36H51GeHoN7O7S3Se2Si3

Q: Which value of total energy does entry 2 give?
A: -12203.10348 Eh